{
  "formula": "C2H42NaO21",
  "method": "wB97M-V/def2-TZVPD",
  "species": ["Na", "O", "C", "C", "O", "H", "H", "H", "H", "O", "H", "H", "O", "H", "H", "O", "H", "H", "O", "H", "H", "O", "H", "H", "O", "H", "H", "O", "H", "H", "O", "H", "H", "O", "H", "H", "O", "H", "H", "O", "H", "H", "O", "H", "H", "O", "H", "H", "O", "H", "H", "O", "H", "H", "O", "H", "H", "O", "H", "H", "O", "H", "H", "O", "H", "H"],
  "xyz": [[23.992, 22.981, -11.965], [24.338, 22.460, -7.379], [24.897, 21.709, -8.437], [24.560, 22.288, -9.768], [25.265, 21.674, -10.780], [24.640, 20.665, -8.333], [25.942, 21.737, -8.314], [24.850, 23.358, -9.860], [23.536, 22.155, -10.164], [23.350, 19.665, -10.497], [23.961, 20.447, -10.278], [22.670, 19.502, -9.790], [23.559, 24.778, -8.104], [23.316, 24.834, -9.045], [23.902, 23.876, -7.955], [26.394, 19.199, -6.908], [25.691, 19.763, -6.663], [26.612, 19.585, -7.767], [26.346, 24.976, -6.709], [26.157, 24.049, -6.675], [27.155, 24.896, -7.188], [26.620, 19.522, -9.927], [25.954, 18.884, -10.203], [26.291, 20.386, -10.322], [20.765, 19.838, -9.601], [20.526, 19.830, -10.564], [21.048, 20.712, -9.413], [23.064, 23.387, -5.300], [23.734, 23.566, -4.642], [23.510, 23.237, -6.148], [22.972, 18.517, -8.003], [23.522, 17.862, -7.627], [23.228, 19.218, -7.411], [28.451, 20.991, -8.041], [28.104, 21.210, -8.872], [28.644, 20.038, -8.100], [22.565, 24.519, -10.693], [22.473, 25.433, -11.066], [21.758, 24.355, -10.194], [23.527, 20.219, -6.034], [22.554, 20.302, -6.049], [23.793, 21.070, -6.430], [26.391, 25.452, -9.532], [26.825, 24.655, -9.356], [25.496, 25.273, -9.312], [22.549, 21.211, -12.490], [22.809, 20.600, -11.788], [22.599, 20.561, -13.227], [25.163, 25.086, -12.070], [25.838, 25.120, -11.368], [24.565, 25.818, -11.978], [21.718, 22.141, -8.213], [21.384, 23.029, -8.353], [22.663, 22.168, -7.943], [27.544, 22.803, -10.239], [26.629, 22.585, -10.385], [27.799, 23.298, -11.002], [25.636, 22.497, -13.514], [25.940, 21.554, -13.471], [25.015, 22.570, -14.247], [26.167, 20.087, -12.675], [25.454, 19.586, -13.097], [25.670, 20.624, -12.026], [26.355, 21.933, -5.871], [25.733, 22.189, -6.559], [27.079, 21.612, -6.410]],
  "total_charge": -1,
  "e_homo_ev": -6.3,
  "gap_ev": 7.37,
  "largest_force_ha_per_bohr": 0.055,
  "lumo_energy_ha": 0.04096,
  "mol_weight_g_mol": 425.33,
  "energy_ev": -50173.46930
}

---

{
  "formula": "C3H6Cl6",
  "method": "wB97M-V/def2-TZVPD",
  "species": ["C", "Cl", "Cl", "H", "H", "C", "Cl", "Cl", "H", "H", "C", "Cl", "Cl", "H", "H"],
  "xyz": [[-2.799, -2.202, 1.146], [-2.446, -0.714, 0.211], [-3.605, -3.546, 0.298], [-1.794, -2.602, 1.275], [-3.214, -2.161, 2.153], [2.803, 2.021, -1.307], [1.419, 2.447, -0.260], [2.391, 2.108, -2.990], [3.526, 2.795, -1.049], [3.163, 1.026, -1.048], [0.034, 0.296, 0.304], [1.023, -0.395, -0.979], [-0.001, -0.810, 1.690], [0.438, 1.229, 0.697], [-0.937, 0.507, -0.143]],
  "total_charge": 0,
  "e_homo_ev": -10.2,
  "gap_ev": 10.76,
  "largest_force_ha_per_bohr": 0.072,
  "smiles": "ClCCl.ClCCl.ClCCl",
  "lumo_energy_ha": 0.02178,
  "relative_energy_ev": 2.343,
  "mol_weight_g_mol": 254.80,
  "energy_ev": -78340.56652
}

---

{
  "formula": "C11H14BrP",
  "method": "wB97M-V/def2-TZVPD",
  "species": ["C", "C", "C", "C", "C", "C", "C", "C", "C", "C", "C", "P", "Br", "H", "H", "H", "H", "H", "H", "H", "H", "H", "H", "H", "H", "H", "H"],
  "xyz": [[1.899, -0.935, -0.750], [1.723, 1.097, 0.602], [2.483, 0.110, -0.036], [0.574, -0.877, -0.982], [0.388, 1.174, 0.416], [-0.201, 0.250, -0.439], [-2.869, -0.459, 0.270], [3.994, 0.112, 0.075], [-0.136, -1.948, -1.733], [-0.444, 2.245, 1.097], [-4.317, -0.292, 0.513], [-1.994, 0.460, -0.859], [-2.148, -1.593, 1.605], [2.632, -1.720, -0.986], [2.264, 1.883, 0.997], [4.267, -0.954, 0.135], [4.364, 0.580, -0.938], [4.307, 0.563, 0.962], [-0.497, -1.588, -2.699], [0.527, -2.871, -1.677], [-0.968, -2.177, -0.997], [0.150, 2.573, 2.039], [-0.443, 3.106, 0.429], [-1.363, 1.861, 1.296], [-4.809, -1.273, 0.684], [-4.556, 0.382, 1.271], [-4.829, 0.290, -0.296]],
  "total_charge": 0,
  "e_homo_ev": -8.5,
  "gap_ev": 8.60,
  "largest_force_ha_per_bohr": 0.095,
  "smiles": "C/C(Br)=P/c1c(C)cc(C)cc1C",
  "lumo_energy_ha": 0.00466,
  "relative_energy_ev": 1.279,
  "mol_weight_g_mol": 257.11,
  "energy_ev": -90963.45021
}

---

{
  "formula": "C3H5N3O",
  "method": "wB97M-V/def2-TZVPD",
  "species": ["C", "C", "C", "H", "H", "H", "H", "H", "N", "N", "N", "O"],
  "xyz": [[-0.190, 1.203, 0.335], [1.300, 1.025, -0.130], [-0.169, -1.121, -0.046], [-2.425, -0.132, 0.851], [-0.556, 2.166, 0.023], [-0.346, 0.949, 1.522], [2.076, 1.827, -0.469], [-0.896, -1.841, 0.068], [-0.788, 0.121, -0.349], [1.772, -0.191, -0.134], [1.044, -1.278, 0.250], [-2.211, -0.022, -0.164]],
  "total_charge": 0,
  "e_homo_ev": -9.2,
  "gap_ev": 9.56,
  "largest_force_ha_per_bohr": 0.068,
  "smiles": "ON1C=NN=CC1",
  "lumo_energy_ha": 0.01171,
  "relative_energy_ev": 5.192,
  "mol_weight_g_mol": 99.09,
  "energy_ev": -9705.39138
}

---

{
  "formula": "C8H10N2O2PS",
  "method": "wB97M-V/def2-TZVPD",
  "species": ["C", "C", "C", "C", "C", "C", "C", "C", "N", "N", "O", "O", "P", "S", "H", "H", "H", "H", "H", "H", "H", "H", "H", "H"],
  "xyz": [[0.720, 0.859, 1.946], [1.590, 0.670, 2.979], [-0.388, -0.362, 0.092], [0.323, -1.306, 2.195], [-0.179, 0.624, -0.845], [-0.148, 1.573, -3.762], [-1.499, -2.794, 1.323], [0.488, 2.158, -2.442], [0.024, -0.277, 1.426], [-0.136, -2.553, 1.833], [-1.421, 0.636, -0.555], [0.763, 1.165, -1.416], [1.087, -3.782, 1.934], [1.497, -1.054, 3.434], [0.382, 1.866, 1.581], [2.069, 1.413, 3.603], [-1.322, 1.433, -3.664], [0.017, 2.297, -4.555], [0.302, 0.620, -3.993], [-1.464, -3.845, 1.012], [-1.720, -2.254, 0.454], [-2.273, -2.664, 2.099], [-0.275, 2.983, -2.097], [1.562, 2.594, -2.583]],
  "total_charge": 1,
  "e_homo_ev": [-11.3, -11.6],
  "gap_ev": [6.69, 6.73],
  "largest_force_ha_per_bohr": 0.099,
  "lumo_energy_ha": [-0.16751, -0.17774],
  "relative_energy_ev": 6.188,
  "mol_weight_g_mol": 229.22,
  "energy_ev": -35643.40002
}